{"formula": "C39H93N12O10P", "method": "ωB97M-V with the def2-TZVPD basis set", "species": ["N", "C", "H", "C", "H", "H", "H", "O", "H", "H", "C", "C", "H", "C", "H", "N", "C", "H", "C", "H", "H", "H", "H", "H", "H", "H", "H", "H", "H", "C", "H", "H", "H", "C", "H", "H", "C", "C", "O", "N", "H", "H", "H", "H", "H", "C", "H", "H", "H", "C", "H", "H", "H", "C", "C", "C", "H", "H", "H", "H", "N", "C", "H", "N", "H", "H", "H", "H", "H", "H", "H", "O", "C", "H", "C", "N", "H", "C", "H", "H", "C", "H", "H", "C", "O", "H", "C", "H", "H", "H", "N", "H", "C", "H", "N", "H", "H", "H", "C", "N", "H", "C", "H", "C", "C", "C", "N", "O", "C", "H", "H", "H", "O", "H", "H", "H", "H", "H", "C", "H", "H", "C", "H", "N", "H", "H", "O", "C", "H", "C", "C", "H", "H", "O", "O", "H", "H", "N", "C", "H", "P", "H", "H", "H", "H", "H", "H", "H", "H", "C", "C", "H", "C", "O", "H"], "xyz": [[-28.927, -8.073, 5.749], [-18.842, -8.187, 23.995], [-22.829, -16.012, 11.800], [-16.157, -15.058, 16.788], [-21.181, -7.180, 10.954], [-17.243, -3.850, 20.799], [-21.287, -6.820, 21.898], [-22.591, -17.240, 8.306], [-24.205, -11.608, 4.961], [-30.456, -5.707, 15.567], [-23.251, -16.530, 10.939], [-22.170, -10.308, 2.570], [-9.364, -4.516, 11.387], [-9.573, -5.110, 12.276], [-22.917, -19.000, 12.147], [-17.315, 0.795, 14.152], [-18.087, -2.990, 7.897], [-20.628, -10.732, 4.703], [-20.258, -4.490, 22.393], [-28.290, -9.085, 7.464], [-19.696, -7.049, 12.173], [-15.106, 0.925, 14.267], [-10.322, -4.658, 12.927], [-21.376, -19.281, 11.212], [-26.964, -8.338, 5.737], [-23.928, -12.725, 3.695], [-19.644, -7.449, 23.964], [-17.838, -12.450, 17.374], [-20.468, -6.923, 13.749], [-9.065, -8.594, 10.993], [-29.295, -5.883, 13.292], [-19.023, 0.036, 14.945], [-11.147, -5.902, 14.161], [-16.953, -12.638, 16.766], [-16.188, -12.449, 17.520], [-19.322, -5.023, 6.606], [-16.399, -4.502, 21.025], [-21.567, -11.284, 4.733], [-17.614, -5.006, 23.644], [-16.884, -14.016, 16.198], [-18.484, -8.537, 24.964], [-18.189, 2.579, 13.477], [-30.008, -9.094, 7.126], [-19.112, -3.771, 5.383], [-30.231, -7.196, 4.314], [-10.764, -8.770, 13.059], [-18.478, -13.806, 14.877], [-15.922, -15.769, 15.981], [-16.018, -4.104, 21.966], [-22.060, -17.765, 9.266], [-9.405, -10.413, 12.237], [-8.557, -8.932, 12.915], [-20.079, -3.609, 21.777], [-17.204, -6.457, 19.956], [-22.067, -18.551, 11.633], [-27.466, -6.697, 15.763], [-16.786, -11.716, 16.208], [-31.013, -8.146, 5.577], [-19.856, -7.554, 21.049], [-19.302, -8.169, 13.450], [-10.550, -7.258, 13.150], [-9.028, -7.099, 11.127], [-8.178, -9.007, 10.513], [-16.980, -5.812, 21.253], [-11.824, -9.083, 11.067], [-15.726, -0.270, 13.374], [-12.310, -10.273, 12.227], [-27.794, -6.811, 13.273], [-8.628, -5.125, 12.818], [-19.225, -9.112, 23.563], [-30.246, -6.527, 5.948], [-22.835, -8.459, 10.886], [-11.956, -9.246, 12.136], [-11.526, -10.167, 14.455], [-20.444, -6.654, 21.228], [-17.857, -7.593, 23.077], [-29.361, -7.656, 13.550], [-17.424, -14.079, 14.922], [-26.575, -6.491, 15.151], [-16.269, -6.575, 19.409], [-18.582, -4.488, 6.010], [-9.808, -8.741, 10.209], [-17.305, -2.344, 8.324], [-20.128, -7.627, 12.989], [-15.662, -15.045, 17.943], [-15.731, 1.344, 12.686], [-23.860, -11.663, 3.929], [-28.872, -10.254, 6.318], [-8.178, -6.902, 11.780], [-18.621, 2.221, 15.160], [-28.646, -6.635, 15.189], [-18.153, -5.126, 5.238], [-16.601, -8.299, 23.011], [-12.045, -5.386, 11.386], [-22.567, -10.934, 3.708], [-21.935, -8.722, 14.425], [-24.662, -11.154, 3.394], [-21.946, -11.093, 5.737], [-30.198, -7.452, 5.373], [-19.578, -5.754, 22.011], [-22.976, -10.264, 1.821], [-18.074, -0.327, 14.523], [-17.374, -15.049, 14.428], [-21.875, -9.255, 13.476], [-10.936, -9.256, 14.551], [-27.743, -7.616, 5.448], [-22.518, -17.703, 10.572], [-27.585, -6.588, 4.796], [-15.947, 0.775, 13.591], [-30.509, -7.432, 15.949], [-12.034, -7.011, 10.742], [-17.896, -5.943, 19.289], [-27.332, -6.830, 16.942], [-15.563, -2.984, 6.855], [-21.375, -12.351, 4.622], [-16.591, -9.383, 23.124], [-8.820, -6.767, 10.110], [-16.686, -13.447, 14.428], [-17.823, 2.171, 14.419], [-23.340, -15.779, 10.154], [-21.346, -18.566, 9.020], [-29.026, -9.235, 6.674], [-16.130, -7.943, 23.927], [-17.715, -3.633, 6.777], [-21.448, -17.909, 12.259], [-24.208, -16.958, 11.237], [-21.098, -9.678, 2.443], [-9.416, -9.332, 12.375], [-9.959, -9.454, 14.993], [-29.857, -6.561, 15.884], [-21.776, -8.005, 11.374], [-10.955, -5.717, 10.060], [-16.992, 2.675, 14.912], [-19.146, -3.147, 8.394], [-11.583, -6.620, 13.697], [-11.396, -8.614, 15.302], [-16.060, -8.043, 22.100], [-21.233, -8.440, 12.541], [-11.398, -6.151, 10.957], [-15.559, -4.345, 20.349], [-17.999, -6.031, 22.607], [-17.572, -7.440, 20.250], [-12.794, -8.612, 12.427], [-22.849, -9.641, 13.178], [-15.993, -4.767, 6.654], [-29.675, -6.419, 16.949], [-20.863, -6.298, 20.287], [-21.306, -4.629, 22.656], [-21.230, -10.124, 13.610], [-16.265, -3.727, 6.475], [-10.178, -6.491, 11.868], [-19.782, -4.043, 23.267], [-28.786, -6.746, 13.722], [-17.645, -1.502, 14.358], [-16.097, -3.742, 5.398]], "forces_ev_per_a": [[-2.22, -2.96, 1.02], [-0.37, 0.21, -1.52], [0.28, -0.20, 0.21], [0.98, 2.34, 1.81], [-0.29, -0.22, -0.42], [0.23, 0.59, -0.65], [-0.31, -0.70, -0.26], [0.35, 1.02, 0.55], [0.62, 0.34, 0.23], [-0.03, -0.01, -0.28], [-1.07, -0.16, 0.65], [1.08, 1.84, 0.41], [-0.44, 0.13, 0.00], [-0.89, -0.28, 0.62], [0.23, -0.08, 0.15], [-0.47, 0.54, 0.53], [1.65, -0.42, -0.89], [-0.25, 0.06, -0.72], [1.23, 0.31, 1.05], [-0.03, -0.07, 0.12], [-0.15, -0.13, 0.01], [-0.46, 0.87, 0.76], [0.13, 0.78, -0.25], [-0.32, -0.35, 0.09], [0.46, 0.44, 0.18], [0.73, -0.05, -0.40], [-0.30, -0.35, 0.99], [-0.51, -0.34, -0.38], [-0.05, 0.21, 0.13], [-1.99, -1.35, 0.07], [-0.13, 0.01, 0.12], [-0.08, -0.68, 0.03], [-0.36, 0.08, 0.51], [0.44, -0.32, 2.28], [0.40, -0.94, 0.14], [0.27, 0.00, 0.12], [-0.71, 1.32, 2.07], [-0.09, 0.01, 0.07], [-0.78, -1.19, -1.26], [0.94, 0.48, 3.85], [0.32, 0.96, 0.27], [0.33, 0.54, 0.19], [0.12, -0.63, 0.18], [-0.77, -0.18, -0.10], [0.23, 0.00, 0.03], [0.97, 0.34, -0.73], [0.16, 0.56, -0.08], [-0.23, -0.68, 0.54], [-0.08, -0.11, 0.20], [-1.46, -1.76, -0.19], [-0.08, 0.09, 0.33], [-0.02, -0.74, 0.92], [-0.49, -0.46, -1.23], [-0.20, -0.85, 1.33], [1.04, 0.59, -0.50], [1.27, 0.62, 0.26], [-0.26, -0.78, -1.51], [0.12, 0.23, 0.16], [-0.44, -0.24, -0.04], [-0.13, -0.47, -0.11], [3.58, -2.12, -3.26], [1.50, -1.83, 0.75], [0.37, 0.06, 0.50], [1.09, -0.70, -0.67], [0.44, 0.10, 0.14], [-0.41, -0.17, -0.52], [0.50, -0.14, 0.48], [-0.10, -0.15, -0.02], [-0.07, -0.56, 0.15], [-0.17, -0.06, -0.36], [-0.63, 0.07, -0.07], [2.32, 1.10, 0.84], [-0.31, 1.23, 0.73], [0.18, -0.21, 0.53], [0.78, -0.09, 1.30], [-1.16, -1.57, -0.75], [0.05, 0.04, -0.46], [0.50, -0.33, -2.18], [-0.25, -0.34, -0.63], [0.13, -0.02, 0.16], [-1.39, 1.04, -0.77], [-0.52, -0.66, 0.08], [0.15, 0.05, -0.08], [0.51, 0.37, 0.78], [-1.59, -0.16, -3.37], [-0.78, 0.26, 0.07], [-0.16, 1.13, -0.54], [-0.26, 0.21, -0.70], [0.47, 0.26, -0.31], [-0.21, -0.49, -0.14], [-0.94, -0.09, -3.59], [0.83, -0.17, 0.73], [0.95, 0.73, 0.79], [0.10, -0.05, 0.21], [-0.03, -1.26, 1.21], [-0.24, -0.08, 0.18], [0.16, 0.00, -0.36], [-0.37, -0.11, -0.07], [0.86, 0.42, -0.10], [-0.18, 1.00, 0.27], [0.16, -0.12, -0.16], [3.53, -1.21, -1.55], [0.25, -0.30, 0.40], [-0.10, -1.46, 1.02], [0.37, -0.46, -1.13], [0.81, 1.42, -1.87], [1.37, 0.89, -2.41], [0.54, -0.49, 0.48], [0.02, -2.20, 0.24], [0.17, -0.47, -0.89], [0.24, 0.06, -0.23], [-0.34, 0.16, 0.14], [0.56, -0.35, 2.27], [-0.59, -0.10, 0.62], [0.24, -0.07, 0.24], [-0.96, -0.09, -0.31], [-0.27, 0.90, 0.26], [-1.08, 0.47, -1.51], [0.43, -1.30, 0.19], [-0.11, -0.56, -0.23], [0.45, 0.01, 0.78], [0.01, 1.35, 0.57], [1.22, -0.14, -0.22], [3.26, 0.13, -0.36], [-0.17, -0.31, 0.81], [-0.60, 0.91, 0.09], [-2.07, -1.76, 0.10], [-0.16, 2.36, -0.99], [0.12, -0.35, -0.26], [-1.35, 0.43, 2.32], [-2.77, -1.51, -0.44], [-0.30, -0.18, -0.28], [-0.06, 0.59, -0.56], [-2.96, 0.14, 1.55], [-2.68, 1.28, 1.32], [-0.43, 0.42, -0.75], [0.17, 0.11, 0.33], [0.89, 2.04, -2.14], [0.48, -0.14, 0.42], [-0.32, -0.96, -0.53], [0.40, 2.80, -0.43], [-0.22, -0.30, -0.79], [-0.34, -0.04, -0.05], [0.08, 0.47, -0.29], [0.59, 0.06, 0.90], [0.42, 0.33, -0.03], [0.48, 0.52, -0.08], [-0.05, -0.15, -0.38], [-0.08, -0.29, 0.46], [-0.68, -1.24, -1.39], [-0.57, 1.02, 0.23], [0.07, -0.74, 0.58], [0.34, -0.01, 0.91], [-1.85, 3.23, 0.76], [-0.37, 0.66, -0.34]], "lowdin_charge": [-0.19, -0.09, 0.08, -0.27, 0.13, 0.08, 0.07, 0.01, 0.08, 0.10, -0.07, -0.32, 0.09, -0.04, 0.09, -0.19, -0.40, 0.08, -0.12, 0.08, 0.08, 0.08, 0.07, 0.09, 0.14, 0.08, 0.07, 0.08, 0.09, -0.19, 0.09, 0.13, 0.10, -0.05, 0.08, 0.09, -0.14, -0.05, -0.31, -0.21, 0.09, 0.09, 0.08, 0.09, 0.09, -0.41, 0.10, 0.13, 0.07, -0.32, 0.11, 0.10, 0.07, -0.13, -0.06, -0.39, 0.09, 0.08, 0.07, 0.09, -0.13, -0.20, 0.11, -0.31, 0.06, 0.08, 0.07, 0.08, 0.08, 0.08, 0.10, -0.02, -0.04, 0.07, -0.11, -0.32, 0.09, -0.12, 0.14, 0.08, -0.05, 0.09, 0.13, -0.07, -0.02, 0.09, -0.05, 0.08, 0.11, 0.08, -0.20, 0.09, -0.11, 0.08, -0.17, 0.09, 0.08, 0.08, -0.03, -0.29, 0.13, -0.27, 0.09, -0.07, -0.02, -0.38, -0.23, 0.00, -0.07, 0.09, 0.06, 0.08, 0.03, 0.09, 0.09, 0.08, 0.13, 0.10, -0.06, 0.09, 0.13, -0.04, 0.09, -0.19, 0.09, 0.09, -0.03, -0.08, 0.07, -0.08, -0.30, 0.08, 0.08, 0.05, -0.03, 0.07, 0.07, -0.22, -0.02, 0.08, 0.56, 0.06, 0.08, 0.10, 0.08, 0.09, 0.08, 0.08, 0.09, -0.06, -0.47, 0.06, -0.03, -0.03, 0.07], "homo_lumo_gap_ha": 0.3050, "e_homo_ev": -8.269, "fmax_ev_per_a": 5.3, "energy_ev": -89589.32809, "smiles": "CN(C)P(=O)(N(C)C)N(C)C.CC1(C)CCCC(C)(C)N1O.CN(C)C=O.CN(C)C=O.CN(C)C=O.CN(C)C=O.CN(C)C=O.CN(C)C=O.CN(C)C=O.CN(C)C=O"}